A cluster of 2 separate species, C4H6N2 in total, computed with the ωB97M-V functional and the def2-TZVPD basis.

- relative energy (zero: lowest compared OMol25 entry of this formula, charge and spin) (eV) = 3.965
- HOMO energy (hartree) = -0.338
- SMILES = C1=NC1.C=C=N
- Kohn-Sham gap (eV) = 10.21
- lowest unoccupied orbital energy (eV) = 1.022

```
12
Properties=species:S:1:pos:R:3:lowdin_charge:R:1
N 1.127 1.707 -0.653 0.129
C 1.452 0.519 -0.663 -0.293
C 1.843 -0.730 -0.610 -0.011
N -0.745 -0.962 1.102 0.104
C -1.781 -0.343 0.178 -0.164
C -1.015 0.252 1.253 -0.190
H 2.170 -1.271 -1.487 0.055
H 1.831 -1.260 0.336 0.053
H -2.810 -0.665 0.331 0.075
H -1.486 -0.190 -0.862 0.071
H 0.123 1.850 -0.788 0.061
H -0.707 1.091 1.864 0.110
```